1.
One molecule with the formula C17H27NO2, computed with ωB97M-V/def2-TZVPD.

As for the structure (SMILES): CCCCCCCCC(=O)NCCOc1ccccc1. The calculation puts the energy relative to the best compared isomer or geometry (same formula, charge and spin) at 5.1 kcal per mole. The calculation puts the largest force on an atom at 0.55 eV Å⁻¹. As for the total charge: 0. Its gap between HOMO and LUMO is 9.49 eV. The calculation puts the LUMO energy at 0.79 eV.

XYZ file:
```
47
C17H27NO2 | the OMol25 dataset | ωB97M-V/def2-TZVPD
C 6.9308 3.8849 2.4982
C 6.2988 2.9488 1.4756
C 5.0080 2.3234 1.9988
C 4.3700 1.3822 0.9802
C 3.0793 0.7581 1.5051
C 2.4446 -0.1868 0.4876
C 1.1534 -0.8078 1.0150
C 0.5258 -1.7639 -0.0040
C -0.7444 -2.3689 0.5642
O -0.7961 -3.4707 1.0678
N -1.8131 -1.5373 0.5154
H -1.7601 -0.6768 -0.0055
C -3.1262 -1.9394 0.9522
C -4.0607 -2.1753 -0.2354
O -4.2261 -0.9346 -0.8924
C -5.0338 -0.8721 -1.9903
C -5.7147 -1.9513 -2.5402
C -6.5079 -1.7640 -3.6610
C -6.6315 -0.5161 -4.2414
C -5.9515 0.5605 -3.6929
C -5.1589 0.3875 -2.5778
H -4.6247 1.2150 -2.1375
H -6.0404 1.5407 -4.1373
H -7.2520 -0.3807 -5.1139
H -7.0329 -2.6100 -4.0798
H -5.6366 -2.9368 -2.1087
H -5.0265 -2.5539 0.1239
H -3.6139 -2.9134 -0.9147
H -3.0064 -2.8670 1.5157
H -3.5511 -1.1636 1.5956
H 0.3083 -1.2307 -0.9318
H 1.2225 -2.5748 -0.2186
H 1.3629 -1.3595 1.9335
H 0.4424 -0.0147 1.2597
H 3.1531 -0.9809 0.2422
H 2.2332 0.3630 -0.4330
H 3.2925 0.2070 2.4238
H 2.3702 1.5514 1.7541
H 4.1568 1.9352 0.0620
H 5.0781 0.5889 0.7294
H 5.2223 1.7700 2.9162
H 4.2999 3.1167 2.2506
H 7.0066 2.1558 1.2235
H 6.0848 3.5037 0.5592
H 7.8488 4.3174 2.1069
H 6.2484 4.6950 2.7467
H 7.1680 3.3459 3.4129
```

2.
One molecule with the formula C17H27NO2, computed with ωB97M-V/def2-TZVPD.

As for the structure (SMILES): CCCCCCCCC(=O)NCCOc1ccccc1. The calculation puts the energy relative to the best compared isomer or geometry (same formula, charge and spin) at 5.9 kcal per mole. The calculation puts the largest force on an atom at 0.60 eV Å⁻¹. As for the total charge: 0. Its gap between HOMO and LUMO is 9.48 eV. The calculation puts the LUMO energy at 0.79 eV.

XYZ file:
```
47
C17H27NO2 | the OMol25 dataset | ωB97M-V/def2-TZVPD
C 4.4216 3.9364 -0.6552
C 4.6020 2.6776 0.1844
C 3.5988 1.5911 -0.1953
C 3.7773 0.3251 0.6387
C 2.7890 -0.7678 0.2390
C 2.9658 -2.0287 1.0811
C 2.1141 -3.2025 0.5999
C 0.6114 -2.9345 0.6994
C 0.0931 -2.1624 -0.5024
O 0.5381 -2.2872 -1.6227
N -0.9240 -1.3085 -0.2156
H -1.3686 -1.3512 0.6882
C -1.6572 -0.6260 -1.2547
C -2.9975 -1.3209 -1.5340
O -3.8495 -1.3077 -0.4089
C -4.5585 -0.1811 -0.1026
C -5.3352 -0.2668 1.0542
C -6.1069 0.8015 1.4599
C -6.1189 1.9749 0.7217
C -5.3513 2.0623 -0.4240
C -4.5700 0.9965 -0.8410
H -3.9839 1.1003 -1.7409
H -5.3530 2.9708 -1.0082
H -6.7223 2.8118 1.0380
H -6.7034 0.7188 2.3563
H -5.3181 -1.1892 1.6135
H -2.8143 -2.3804 -1.7340
H -3.4852 -0.8793 -2.4099
H -1.8229 0.4117 -0.9509
H -1.0379 -0.6554 -2.1536
H 0.0749 -3.8877 0.7046
H 0.3746 -2.4069 1.6247
H 2.3496 -3.4202 -0.4434
H 2.3626 -4.0826 1.1969
H 2.7236 -1.8065 2.1243
H 4.0156 -2.3302 1.0467
H 1.7715 -0.3875 0.3514
H 2.9282 -1.0181 -0.8142
H 4.7970 -0.0470 0.5134
H 3.6436 0.5667 1.6966
H 2.5841 1.9732 -0.0596
H 3.7180 1.3436 -1.2526
H 4.4820 2.9262 1.2417
H 5.6159 2.2942 0.0490
H 3.4230 4.3461 -0.5189
H 5.1462 4.6957 -0.3699
H 4.5570 3.7121 -1.7111
```

3.
A 2-piece molecular cluster, C17H27NO3 overall in a non-equilibrium geometry, computed with ωB97M-V/def2-TZVPD.

The calculation puts the energy relative to the best compared isomer or geometry (same formula, charge and spin) at 386.9 kcal per mole. The calculation puts the largest force on an atom at 19.95 eV Å⁻¹. As for the total charge: 0. Its gap between HOMO and LUMO is 8.85 eV. The calculation puts the LUMO energy at 0.72 eV.

XYZ file:
```
48
C17H27NO3 | the OMol25 dataset | ωB97M-V/def2-TZVPD
C 2.6539 3.4236 0.2339
H 2.2851 3.4401 -0.8418
O 3.6968 2.4692 0.2242
C 3.1538 1.0574 0.0469
C 1.7883 0.5928 -0.2956
C 1.2984 -0.6327 -0.2204
C 2.1979 -1.6939 -0.0268
C 3.6079 -1.2488 -0.1302
C 4.0004 0.0906 0.0306
O 5.4342 0.1773 0.3360
C 5.9835 1.5820 -0.1091
H 7.0019 1.2415 -0.2139
H 5.7623 1.4409 -1.2636
H 5.8724 2.3344 0.5504
O 4.6159 -2.2140 -0.0667
C 4.2121 -3.5872 0.0805
H 3.6451 -4.0297 0.8128
H 3.7829 -3.8362 -0.9309
H 5.3251 -3.9947 -0.0236
H 1.9298 -2.5419 -0.1744
C -0.1501 -0.8506 -0.5891
N -1.0596 0.1387 0.4414
H -0.6757 0.0711 1.3166
C -2.4389 -0.1403 0.3099
C -3.1188 0.4488 1.1512
C -4.3322 -0.4518 1.6831
C -5.2883 -0.9681 0.4788
C -5.3181 0.4869 -0.6031
H -5.4046 1.2672 0.0215
C -4.2020 0.1734 -1.5350
H -4.4613 0.9746 -2.5021
C -2.8815 0.5674 -1.2225
H -2.1044 0.4746 -1.8852
H -2.8467 1.5285 -0.8723
H -4.2457 -0.8797 -1.9800
H -6.2665 0.4536 -1.0637
H -4.9246 -1.6924 -0.1746
H -6.3091 -0.9643 1.1154
H -5.0040 0.1678 2.4244
H -4.2924 -1.2926 2.2801
H -2.3824 0.0835 2.4225
H -3.4583 1.4187 1.5379
H -2.6698 -1.3100 0.0130
H -0.3868 -0.8286 -1.5310
H -0.4069 -1.8504 -0.3500
H 1.1634 1.4706 -0.2059
H 3.2568 4.2297 0.3427
H 1.9607 3.2029 0.9577
```